(1)
{"formula": "C4H12N3", "method": "the ωB97M-V functional and the def2-TZVPD basis", "charge": 1, "energy_ha": -323.621735, "de_lowest_ev": 1.538, "e_lumo_ev": -3.92, "homo_lumo_gap_ev": 7.696, "symbols": ["N", "C", "N", "H", "H", "H", "H", "H", "C", "C", "C", "N", "H", "H", "H", "H", "H", "H", "H"], "positions_angstrom": [[-2.3837, 0.6837, -0.5387], [-2.0422, 0.5579, -1.7968], [-0.9223, 0.0343, -2.2018], [-1.7423, 0.4667, 0.2122], [-3.3055, 1.0297, -0.3245], [-2.7769, 0.8951, -2.5157], [-0.6498, 0.0689, -3.1760], [-0.1869, -0.2389, -1.5618], [0.9360, -1.4112, 0.3562], [1.4158, -0.3213, 1.2658], [1.5966, -0.5195, 2.5623], [1.6654, 0.9169, 0.6330], [1.4336, -1.3811, -0.6181], [-0.1397, -1.3333, 0.1653], [1.1298, -2.3832, 0.8055], [1.9900, 0.2899, 3.1658], [1.4106, -1.4640, 3.0452], [0.9293, 1.2415, 0.0209], [1.9022, 1.6465, 1.2936]], "nbo_charge": [-0.700, 0.401, -0.703, 0.431, 0.443, 0.238, 0.445, 0.432, -0.652, 0.153, -0.460, -0.815, 0.214, 0.166, 0.261, 0.204, 0.216, 0.337, 0.388]}

=====

(2)
{"formula": "C4H9NO", "method": "the ωB97M-V functional and the def2-TZVPD basis", "charge": 0, "energy_ha": -287.756133, "de_lowest_ev": 2.077, "e_lumo_ev": 1.12, "homo_lumo_gap_ev": 10.671, "smiles": "[H]/N=C(\\C)OCC", "symbols": ["H", "N", "C", "C", "O", "C", "C", "H", "H", "H", "H", "H", "H", "H", "H"], "positions_angstrom": [[1.1800, 0.9924, -1.8088], [0.5106, 0.4675, -1.2669], [0.9852, -0.0175, -0.1871], [2.3877, 0.1365, 0.3256], [0.1946, -0.7462, 0.5765], [-1.3142, -0.7896, -0.2835], [-2.1473, 0.2733, 0.3489], [2.9834, 0.7821, -0.3183], [2.8729, -0.8399, 0.3848], [2.3617, 0.5573, 1.3311], [-1.4828, -1.7798, 0.0799], [-1.3864, -0.7720, -1.3784], [-3.1996, 0.1317, 0.0685], [-1.8325, 1.2575, 0.0091], [-2.0704, 0.2272, 1.4304]], "nbo_charge": [0.345, -0.780, 0.585, -0.687, -0.543, -0.032, -0.656, 0.218, 0.233, 0.232, 0.185, 0.231, 0.221, 0.230, 0.219]}

=====

(3)
{"formula": "C31H47BiBrO2P2", "method": "the ωB97M-V functional and the def2-TZVPD basis", "charge": 1, "energy_ha": -4830.787373, "e_lumo_ev": [-3.79, -4.47], "homo_lumo_gap_ev": [4.521, 3.926], "symbols": ["Bi", "C", "C", "C", "C", "C", "C", "H", "H", "H", "C", "H", "H", "H", "C", "H", "H", "H", "C", "H", "H", "H", "C", "H", "H", "H", "C", "C", "C", "C", "C", "C", "C", "C", "H", "H", "H", "H", "H", "H", "H", "H", "H", "H", "H", "H", "P", "P", "C", "C", "H", "H", "H", "H", "C", "H", "H", "H", "C", "H", "H", "H", "C", "H", "H", "H", "C", "H", "H", "H", "Br", "C", "C", "C", "C", "C", "C", "C", "O", "O", "H", "H", "H", "H"], "positions_angstrom": [[-0.8374, 0.8596, -0.2155], [3.9776, 1.6482, -1.0632], [3.3081, 2.7453, -0.4444], [4.3484, 1.5225, 1.1994], [4.5828, 0.8680, -0.0410], [3.4845, 2.6326, 0.9654], [4.0422, 1.3468, -2.5072], [3.4084, 2.0369, -3.0777], [3.7035, 0.3200, -2.7157], [5.0753, 1.4328, -2.8837], [5.2792, -0.4151, -0.2152], [5.5892, -0.5242, -1.2629], [4.6361, -1.2773, 0.0339], [6.1680, -0.4694, 0.4299], [4.9102, 1.1022, 2.4931], [5.9571, 0.7689, 2.3948], [4.3226, 0.2808, 2.9386], [4.8710, 1.9453, 3.1951], [2.8768, 3.4636, 2.0186], [3.6460, 4.0276, 2.5618], [2.3341, 2.8491, 2.7517], [2.1727, 4.1661, 1.5681], [2.6294, 3.8593, -1.1354], [3.2965, 4.7382, -1.2216], [1.7289, 4.1818, -0.5900], [2.3345, 3.5596, -2.1507], [-4.3389, -1.2162, -2.7707], [-3.5248, -0.7251, -3.7219], [-3.4253, 0.7055, -4.1351], [-3.7953, 1.7473, -3.0426], [-3.3865, 1.4581, -1.6370], [-4.1404, 0.8802, -0.6807], [-5.3715, 0.0666, -0.8898], [-5.5839, -0.5841, -2.2642], [-4.0797, 0.8678, -5.0164], [-4.8575, 1.9808, -3.1244], [-2.3881, 0.9035, -4.4527], [-6.0099, 0.1360, -2.9747], [-4.1884, -2.2547, -2.4575], [-3.0833, -1.4365, -4.4164], [-6.3335, -1.3798, -2.1420], [-5.3742, -0.7406, -0.1445], [-3.9301, 1.1002, 0.3748], [-6.2475, 0.6919, -0.6639], [-3.2686, 2.6576, -3.3348], [-2.4921, 2.0233, -1.3337], [-0.8679, -1.6983, -1.1849], [-2.2620, 0.3950, 1.9306], [-2.5409, -1.7341, -0.2787], [-2.7234, -1.3020, 1.2376], [-2.8763, -2.7864, -0.3981], [-3.2250, -1.1409, -0.8872], [-3.7890, -1.4210, 1.4960], [-2.0984, -1.9910, 1.8340], [-1.6338, -0.0777, 3.5713], [-0.9003, 0.6574, 3.9425], [-1.1330, -1.0509, 3.5555], [-2.5035, -0.1084, 4.2522], [-3.1003, 1.9673, 2.5250], [-4.0218, 1.6577, 3.0327], [-3.3202, 2.6764, 1.7173], [-2.4153, 2.4592, 3.2370], [-0.9156, -3.2307, -2.2345], [-0.1263, -3.1289, -2.9928], [-1.8952, -3.2694, -2.7189], [-0.7112, -4.1481, -1.6700], [-0.8415, -0.5612, -2.6611], [0.1628, -0.2851, -2.9900], [-1.4398, 0.3518, -2.5497], [-1.2635, -1.1793, -3.4521], [2.1315, -0.0366, 4.3474], [2.3623, -1.7414, 3.5327], [2.8695, -2.7856, 4.3173], [3.2130, -4.0087, 3.7404], [3.0604, -4.1821, 2.3629], [2.5437, -3.1633, 1.5820], [2.1057, -1.9662, 2.1735], [1.4322, -0.8980, 1.3372], [1.9961, -0.4834, 0.2908], [0.2351, -0.5731, 1.6716], [3.0307, -2.6103, 5.3739], [3.6567, -4.7859, 4.3578], [3.3390, -5.1136, 1.9014], [2.4396, -3.2542, 0.4996]], "lowdin_charge": [1.518, -0.197, -0.224, -0.221, -0.205, -0.176, -0.039, 0.065, 0.085, 0.096, -0.025, 0.078, 0.082, 0.085, -0.066, 0.085, 0.014, 0.077, -0.026, 0.097, 0.070, 0.067, -0.071, 0.092, 0.061, 0.062, -0.140, -0.147, -0.175, -0.162, -0.200, -0.160, -0.171, -0.164, 0.134, 0.119, 0.110, 0.120, 0.108, 0.118, 0.129, 0.112, 0.044, 0.134, 0.120, -0.007, 0.798, 0.762, -0.415, -0.353, 0.096, -0.006, 0.081, 0.084, -0.261, 0.040, 0.046, 0.071, -0.234, 0.056, 0.041, 0.067, -0.254, 0.055, 0.036, 0.047, -0.392, 0.064, -0.049, 0.017, 0.837, -0.581, -0.114, -0.065, -0.072, -0.025, -0.165, -0.645, -0.023, -0.286, 0.099, 0.111, 0.104, 0.121]}